# 1
Computed, not measured: a 12-piece molecular cluster, C28H75FN23O15PS overall in a non-equilibrium geometry, with ωB97M-V/def2-TZVPD.

```
144
Properties=species:S:1:pos:R:3:lowdin_charge:R:1
C -4.85 -2.28 0.08 0.121
C -4.58 -1.19 -0.35 -0.182
C -4.28 0.14 -0.90 -0.187
C -2.75 0.44 -1.02 -0.396
P -1.83 -1.18 -1.38 0.800
N -0.41 -1.14 -2.04 -0.271
C -2.07 1.18 0.20 -0.444
C -2.96 1.33 1.45 -0.104
C -3.24 0.05 2.25 -0.156
C -3.19 0.29 3.74 -0.197
F -2.01 0.90 4.14 -0.058
O -0.94 0.39 0.50 -0.161
C 0.09 0.94 1.31 -0.145
C 1.02 -0.22 1.67 -0.329
C 2.43 0.24 2.01 -0.037
C 0.44 -1.14 2.75 -0.138
C 0.92 -2.60 2.58 -0.387
C -0.16 -3.48 1.88 -0.055
C 1.24 -3.21 3.94 -0.095
C -1.71 2.61 -0.25 -0.106
C -0.76 2.66 -1.41 -0.142
O -1.25 2.05 -2.65 -0.207
S -2.66 1.36 -2.59 0.619
O -2.77 0.41 -3.65 -0.296
O -3.68 2.38 -2.56 -0.252
H -4.92 -3.22 0.57 0.037
H -4.82 0.92 -0.36 0.126
H -4.73 0.13 -1.90 0.083
H -2.75 -1.84 -2.22 0.005
H -1.85 -1.88 -0.16 0.012
H -0.07 -0.19 -2.18 -0.047
H -2.42 2.01 2.11 0.114
H -3.89 1.84 1.22 0.124
H -4.27 -0.27 2.06 0.104
H -2.61 -0.79 1.95 0.092
H -4.01 0.97 4.02 0.119
H -3.34 -0.64 4.30 0.118
H 0.69 1.70 0.79 0.097
H -0.29 1.38 2.23 0.134
H 1.09 -0.82 0.75 0.140
H 3.02 -0.65 2.27 0.045
H 2.46 0.95 2.84 0.090
H 2.90 0.67 1.12 0.074
H -0.65 -1.14 2.65 0.083
H 0.68 -0.78 3.75 0.120
H 1.80 -2.60 1.93 0.119
H -1.14 -3.00 1.91 0.054
H -0.26 -4.44 2.39 0.054
H 0.10 -3.66 0.83 0.073
H 0.34 -3.17 4.56 0.090
H 2.04 -2.67 4.45 0.073
H 1.48 -4.27 3.85 0.038
H -1.24 3.17 0.56 0.139
H -2.65 3.12 -0.46 0.129
H 0.20 2.21 -1.19 0.095
H -0.55 3.71 -1.65 0.135
C -6.18 -1.60 -3.84 -0.675
O -6.53 -0.73 -3.03 -0.018
N -7.04 -2.52 -4.34 0.178
N -4.90 -1.67 -4.28 0.185
H -6.75 -3.25 -4.97 0.080
H -7.99 -2.48 -4.02 0.107
H -4.27 -0.98 -3.91 0.043
H -4.54 -2.34 -4.95 0.045
C 0.55 -7.09 5.01 -0.678
O 0.00 -6.48 4.11 0.028
N 1.55 -6.52 5.76 0.154
N 0.23 -8.37 5.34 0.146
H 2.01 -6.99 6.51 0.090
H 1.79 -5.57 5.55 0.079
H -0.50 -8.81 4.80 0.101
H 0.67 -8.88 6.08 0.089
C 3.13 3.33 -0.55 -0.664
O 1.99 3.45 -0.08 -0.016
N 3.47 2.35 -1.42 0.175
N 4.13 4.18 -0.22 0.178
H 4.40 2.27 -1.80 0.050
H 2.76 1.68 -1.69 0.099
H 3.93 4.91 0.45 0.063
H 5.06 4.10 -0.58 0.089
C 3.98 6.47 3.00 -0.677
O 4.77 5.80 2.34 0.001
N 2.63 6.31 2.90 0.163
N 4.37 7.43 3.88 0.159
H 1.98 6.85 3.44 0.080
H 2.28 5.60 2.27 0.094
H 5.36 7.58 3.99 0.100
H 3.71 7.96 4.41 0.046
C -4.89 -5.55 -3.43 -0.669
O -5.53 -5.11 -4.37 0.022
N -3.86 -4.86 -2.87 0.167
N -5.17 -6.77 -2.87 0.145
H -3.32 -5.20 -2.09 0.091
H -3.65 -3.96 -3.25 0.075
H -5.93 -7.29 -3.26 0.098
H -4.66 -7.15 -2.10 0.087
C 7.40 2.61 -2.06 -0.669
O 6.27 2.38 -2.47 -0.005
N 7.99 1.88 -1.08 0.175
N 8.15 3.63 -2.58 0.154
H 8.93 2.05 -0.75 0.098
H 7.47 1.11 -0.68 0.088
H 7.73 4.18 -3.30 0.104
H 9.08 3.85 -2.27 0.093
C 1.56 10.04 5.28 -0.660
O 2.08 8.95 5.09 0.007
N 1.57 10.64 6.51 0.157
N 0.94 10.73 4.28 0.159
H 1.15 11.53 6.69 0.096
H 2.02 10.15 7.26 0.107
H 0.93 10.31 3.37 0.108
H 0.51 11.62 4.42 0.097
C -2.86 -3.17 -7.05 -0.656
O -3.97 -3.20 -6.55 0.015
N -2.46 -4.09 -7.98 0.154
N -1.93 -2.23 -6.72 0.169
H -1.56 -4.09 -8.41 0.091
H -3.13 -4.80 -8.23 0.104
H -2.19 -1.53 -6.04 0.100
H -1.01 -2.19 -7.11 0.095
C 5.13 -2.86 3.58 -0.672
O 4.60 -2.11 2.78 0.036
N 6.16 -2.46 4.39 0.149
N 4.74 -4.16 3.73 0.152
H 6.61 -3.06 5.05 0.086
H 6.46 -1.51 4.29 0.103
H 3.98 -4.48 3.16 0.097
H 5.16 -4.80 4.38 0.087
C 7.35 -2.00 -1.42 -0.678
O 7.07 -1.26 -0.49 0.023
N 7.93 -3.23 -1.22 0.147
N 7.11 -1.67 -2.72 0.157
H 8.17 -3.85 -1.97 0.090
H 8.12 -3.50 -0.28 0.100
H 6.67 -0.78 -2.88 0.099
H 7.32 -2.26 -3.49 0.091
C -8.61 1.60 -5.86 -0.686
O -9.27 0.73 -6.41 0.012
N -8.94 2.93 -5.99 0.133
N -7.51 1.35 -5.10 0.171
H -8.42 3.67 -5.55 0.084
H -9.74 3.16 -6.54 0.093
H -7.24 0.39 -4.97 0.072
H -6.97 2.06 -4.65 0.097
```

Summary:
- net charge = 0
- HOMO-LUMO gap (eV) = 8.13
- calculated total energy (eV) = -118088.227
- 2S+1 = 1
- structure (SMILES) = C#CC[C@]1([PH2]=N)[C@@](CCCF)(OC[C@@H](C)CC(C)C)CCOS1(=O)=O.NC(N)=O.NC(N)=O.NC(N)=O.NC(N)=O.NC(N)=O.NC(N)=O.NC(N)=O.NC(N)=O.NC(N)=O.NC(N)=O.NC(N)=O
- energy above the lowest of the compared OMol25 structures with the same formula, charge and spin (kJ/mol) = 0.0


# 2
Computed, not measured: C40H28NO8P2PtS2 as an isolated structure, with ωB97M-V/def2-TZVPD.

```
82
Properties=species:S:1:pos:R:3:lowdin_spin:R:1
Pt -0.54 -0.48 -0.60 1.516
S 0.70 0.51 -2.68 0.905
P 0.73 -2.48 -3.26 0.087
C 0.93 -1.11 -2.04 0.306
P 2.43 -1.19 -0.98 0.072
S 1.92 -0.59 0.83 0.146
C 3.72 -0.20 -1.77 0.023
C 4.51 0.64 -0.98 0.008
C 5.50 1.41 -1.57 0.002
C 5.70 1.35 -2.95 0.002
C 4.91 0.53 -3.73 0.003
C 3.92 -0.24 -3.15 0.014
C 3.03 -2.91 -0.98 0.006
C 3.87 -3.41 -1.97 0.004
C 4.26 -4.74 -1.95 0.000
C 3.81 -5.57 -0.94 0.004
C 2.97 -5.08 0.05 0.000
C 2.59 -3.75 0.03 0.005
C 0.24 -3.93 -2.24 0.009
C -0.49 -3.89 -1.06 0.028
C -0.82 -5.05 -0.38 0.003
C -0.43 -6.29 -0.89 0.001
C 0.30 -6.34 -2.07 0.000
C 0.64 -5.17 -2.74 0.004
C -0.85 -2.05 -4.07 0.011
C -0.79 -1.74 -5.43 0.005
C -1.94 -1.41 -6.13 0.001
C -3.16 -1.39 -5.48 0.000
C -3.23 -1.70 -4.12 0.001
C -2.08 -2.03 -3.43 0.003
H 4.32 0.70 0.08 0.004
H 6.11 2.06 -0.96 0.000
H 6.47 1.95 -3.41 0.000
H 5.05 0.49 -4.81 0.000
H 3.28 -0.86 -3.77 0.003
H 4.24 -2.76 -2.76 0.000
H 4.92 -5.12 -2.72 0.000
H 4.11 -6.61 -0.92 0.000
H 2.62 -5.73 0.84 0.000
H 1.94 -3.36 0.81 0.000
H -0.80 -2.94 -0.63 0.024
H -1.39 -4.99 0.54 0.000
H -0.69 -7.20 -0.37 0.000
H 0.62 -7.30 -2.47 0.000
H 1.23 -5.22 -3.64 0.002
H 0.17 -1.75 -5.94 0.002
H -1.88 -1.17 -7.18 0.000
H -4.06 -1.12 -6.02 0.000
H -4.18 -1.66 -3.60 0.000
H -2.16 -2.24 -2.37 0.004
O -3.12 5.69 0.99 -0.001
C -2.40 5.13 1.85 0.000
O -2.10 5.47 3.01 0.000
C -1.78 3.82 1.38 -0.004
C -0.79 3.82 0.39 0.007
C -0.28 2.63 -0.07 0.017
N -0.71 1.45 0.39 0.162
C -1.65 1.42 1.35 0.011
C -2.18 2.58 1.88 0.005
C -2.13 0.06 1.79 0.009
O -2.86 -0.05 2.76 0.011
O -1.72 -0.94 1.07 0.136
H -0.45 4.75 -0.04 0.001
H 0.48 2.59 -0.84 0.006
H -2.92 2.50 2.66 0.002
O -1.52 1.03 -3.38 0.238
C -2.32 1.11 -2.41 0.034
O -2.41 0.28 -1.45 0.131
C -3.23 2.30 -2.33 0.019
C -3.11 3.33 -3.25 0.004
C -3.81 4.53 -3.10 0.000
C -4.60 4.65 -1.99 0.001
O -5.37 5.70 -1.61 0.001
C -5.81 5.40 -0.27 0.000
O -5.62 3.99 -0.09 0.000
C -4.74 3.61 -1.07 0.001
C -4.07 2.43 -1.20 0.003
H -2.44 3.19 -4.09 0.001
H -3.71 5.34 -3.81 0.000
H -6.87 5.62 -0.20 0.000
H -5.19 5.94 0.44 0.000
H -4.15 1.64 -0.47 0.000
```

Summary:
- <S²> = 6.02
- net charge = -1
- HOMO-LUMO gap (alpha / beta) (eV) = 7.05 / 5.26
- calculated total energy (eV) = -103300.304
- 2S+1 = 5
- energy above the lowest of the compared OMol25 structures with the same formula, charge and spin (kJ/mol) = 0.0


# 3
Computed, not measured: a 16-piece molecular cluster, C16H64N12O21 overall in a non-equilibrium geometry, with ωB97M-V/def2-TZVPD.

```
113
Properties=species:S:1:pos:R:3:lowdin_charge:R:1
C 1.20 4.76 -0.71 -0.178
C 2.11 5.61 -1.61 -0.229
O 3.48 5.39 -1.34 -0.062
O 1.06 3.42 -1.25 -0.134
H 0.17 5.10 -0.59 0.119
H 1.62 4.65 0.29 0.110
H 1.85 6.66 -1.42 0.119
H 1.89 5.42 -2.66 0.129
H 3.84 4.82 -2.02 0.073
H 0.62 2.86 -0.59 0.077
C -0.14 -0.94 -0.27 -0.188
C 0.79 -0.20 0.67 -0.190
O 0.06 0.91 1.19 -0.095
O -1.04 -1.76 0.48 -0.111
H 0.31 -1.53 -1.07 0.110
H -0.73 -0.29 -0.93 0.092
H 1.69 0.14 0.16 0.102
H 1.06 -0.90 1.47 0.102
H 0.55 1.32 1.94 0.022
H -1.42 -1.27 1.23 0.042
C 3.99 -1.52 2.95 -0.254
C 3.90 -1.86 4.44 -0.257
O 4.93 -2.75 4.82 -0.057
O 3.72 -2.68 2.21 -0.090
H 4.96 -1.05 2.81 0.125
H 3.24 -0.74 2.75 0.100
H 2.98 -2.41 4.66 0.108
H 3.85 -0.90 4.96 0.108
H 4.80 -3.59 4.37 0.086
H 2.78 -2.97 2.20 0.036
C -6.32 0.12 0.17 -0.262
C -4.96 0.15 0.83 -0.268
O -4.55 -1.04 1.46 -0.079
O -6.48 1.22 -0.69 -0.051
H -7.07 0.01 0.96 0.122
H -6.43 -0.81 -0.41 0.098
H -5.03 0.95 1.59 0.116
H -4.14 0.54 0.20 0.110
H -3.75 -0.90 2.00 0.020
H -5.75 1.13 -1.31 0.079
C 0.51 -4.85 0.67 -0.229
C 0.55 -4.51 2.16 -0.173
O 1.15 -3.22 2.45 -0.099
O -0.75 -4.54 0.11 -0.068
H 0.71 -5.92 0.55 0.122
H 1.38 -4.40 0.16 0.101
H 1.14 -5.27 2.68 0.116
H -0.37 -4.64 2.73 0.129
H 0.74 -2.96 3.28 0.095
H -0.92 -3.64 0.45 0.046
C -0.48 0.90 -3.82 -0.638
O -1.23 0.66 -2.87 -0.030
N -0.83 0.49 -5.07 0.172
N 0.56 1.78 -3.74 0.186
H -0.12 0.53 -5.79 0.094
H -1.61 -0.10 -5.29 0.111
H 0.84 2.07 -2.82 0.066
H 1.28 1.81 -4.44 0.099
C 0.02 -3.16 -5.40 -0.682
O -0.72 -3.80 -6.14 0.009
N 1.21 -2.58 -5.73 0.147
N -0.19 -3.10 -4.04 0.152
H 1.88 -2.34 -5.01 0.040
H 1.51 -2.38 -6.66 0.097
H -0.89 -3.73 -3.69 0.089
H 0.60 -2.78 -3.51 0.051
C -4.18 -2.82 -1.99 -0.666
O -5.17 -2.08 -2.07 0.015
N -4.22 -4.15 -2.30 0.148
N -2.98 -2.42 -1.53 0.181
H -3.44 -4.71 -2.03 0.085
H -5.13 -4.46 -2.58 0.100
H -2.18 -3.03 -1.51 0.069
H -3.05 -1.51 -1.10 0.093
C 1.66 2.19 4.51 -0.608
O 1.07 2.07 3.41 -0.046
N 1.41 1.34 5.53 0.197
N 2.49 3.20 4.78 0.201
H 1.80 1.72 6.38 0.111
H 0.74 0.60 5.59 0.117
H 2.97 3.30 5.65 0.121
H 2.69 3.81 4.00 0.120
C -2.87 3.93 -1.86 -0.660
O -3.35 4.92 -1.33 0.011
N -2.07 3.04 -1.20 0.163
N -3.12 3.52 -3.16 0.138
H -1.97 3.08 -0.19 0.048
H -1.91 2.15 -1.66 0.050
H -3.34 2.54 -3.05 0.082
H -3.87 4.00 -3.65 0.094
C 2.98 -1.55 -2.24 -0.633
O 2.52 -1.78 -3.36 0.002
N 2.98 -2.43 -1.19 0.176
N 3.53 -0.37 -1.85 0.163
H 2.49 -3.30 -1.26 0.091
H 3.50 -2.22 -0.36 0.082
H 4.01 -0.25 -0.98 0.094
H 3.74 0.38 -2.50 0.092
O -2.18 -0.87 2.76 -0.039
H -2.09 -1.67 3.29 0.085
H -1.97 -0.14 3.38 0.028
O -1.63 1.21 4.46 -0.038
H -2.37 1.82 4.34 0.074
H -0.84 1.72 4.19 0.016
O 3.59 2.44 -1.46 -0.083
H 3.62 2.05 -0.58 -0.003
H 2.72 2.90 -1.50 0.002
O 3.05 2.44 1.45 -0.046
H 2.42 2.28 2.17 -0.009
H 3.65 3.11 1.79 0.052
O -2.07 2.84 1.63 -0.041
H -1.32 2.23 1.68 0.008
H -1.88 3.53 2.28 0.058
```

Summary:
- net charge = 0
- HOMO-LUMO gap (eV) = 7.88
- calculated total energy (eV) = -78513.151
- 2S+1 = 1
- energy above the lowest of the compared OMol25 structures with the same formula, charge and spin (kJ/mol) = 0.0


# 4
Computed, not measured: C27H34Cl2N5O3Y as an isolated structure in a non-equilibrium geometry, with ωB97M-V/def2-TZVPD.

```
72
Properties=species:S:1:pos:R:3:lowdin_charge:R:1
O -1.33 4.93 -0.86 -0.101
C -1.06 6.07 -1.22 -0.183
C -2.08 6.88 -2.01 -0.189
C -3.36 6.35 -2.21 -0.024
H -3.65 5.44 -1.67 0.119
C -4.24 6.94 -3.11 -0.077
H -5.22 6.48 -3.29 0.103
C -3.86 8.11 -3.78 -0.084
H -4.54 8.57 -4.50 0.099
C -2.62 8.72 -3.50 -0.085
H -2.34 9.65 -3.99 0.101
C -1.75 8.12 -2.59 -0.052
H -0.78 8.56 -2.33 0.109
H -0.12 6.63 -1.00 0.124
C 1.45 1.86 -3.26 -0.195
C 1.95 1.13 -2.10 -0.338
H 2.10 1.76 -4.14 0.048
H 1.31 2.93 -3.06 0.062
H 0.45 1.48 -3.52 0.043
C 2.99 0.37 -1.85 -0.310
C 4.01 -0.16 -2.86 -0.134
H 3.20 -0.04 -0.84 0.046
H 3.99 0.43 -3.79 0.055
H 3.81 -1.22 -3.09 0.050
H 5.02 -0.13 -2.43 0.048
Y 0.04 0.42 -0.34 0.812
Cl -1.69 -0.22 -2.04 -0.119
Cl -0.72 2.68 0.37 0.033
C 0.74 -2.56 -1.27 -0.268
O 1.02 -1.63 -0.46 -0.167
N 0.98 -3.84 -0.99 -0.172
C 1.83 -4.28 0.12 -0.017
C 0.68 -4.88 -1.96 -0.040
H 0.24 -2.33 -2.23 0.121
H 2.04 -3.48 0.83 0.091
H 2.78 -4.65 -0.31 0.098
H 1.34 -5.12 0.62 0.091
H 0.25 -4.42 -2.86 0.099
H -0.03 -5.61 -1.53 0.088
H 1.61 -5.41 -2.21 0.097
H 3.92 0.36 3.93 0.091
H 2.78 2.36 4.97 0.092
C 3.91 0.87 2.97 -0.019
C 2.76 2.84 3.97 -0.036
N 2.80 1.81 2.93 -0.176
H 3.81 0.14 2.15 0.090
C 1.80 1.70 2.06 -0.297
O 1.70 0.73 1.26 -0.168
H 1.84 3.41 3.84 0.095
H 1.05 2.51 2.08 0.066
H 4.85 1.42 2.88 0.096
H 3.64 3.49 3.90 0.095
N -2.99 -9.46 2.10 0.158
C -2.78 -8.31 2.05 -0.178
C -2.54 -6.90 2.06 -0.236
C -2.55 -6.15 0.88 -0.012
C -2.37 -4.76 0.92 0.005
C -2.13 -4.14 2.15 -0.173
C -2.17 -4.88 3.35 0.005
C -2.32 -6.26 3.30 -0.007
N -1.72 -2.79 2.20 -0.008
C -1.18 -2.14 3.32 -0.018
C -0.81 -0.88 2.90 -0.078
N -1.09 -0.76 1.53 -0.018
C -1.66 -1.91 1.16 -0.136
H -2.71 -6.63 -0.09 0.127
H -2.42 -4.16 0.01 0.112
H -2.08 -4.37 4.31 0.107
H -2.29 -6.85 4.22 0.128
H -1.07 -2.61 4.27 0.099
H -0.35 -0.08 3.48 0.111
H -2.03 -2.14 0.17 0.100
```

Summary:
- net charge = 0
- HOMO-LUMO gap (eV) = 4.60
- calculated total energy (eV) = -68234.346
- 2S+1 = 1
- energy above the lowest of the compared OMol25 structures with the same formula, charge and spin (kJ/mol) = 137.7